C35H35Cl3N4O4RuS7 as an isolated structure. Source: the OMol25 dataset; level of theory: the ωB97M-V functional and the def2-TZVPD basis.

Geometry (Å):
Ru 0.21208 -1.60528 0.24991
Cl 0.32423 1.77815 -2.44209
Cl 1.35821 2.88946 -8.52124
Cl 2.74856 6.38348 -3.69365
S -1.34084 -4.57532 3.78219
S 1.47993 -4.96726 3.53452
S -0.74776 3.97142 -6.71370
S -0.03592 -6.66644 5.45690
S -1.46256 -2.42690 1.65898
S -1.35582 -3.95194 -1.20604
S 1.81617 -2.87579 1.38128
O 0.54782 0.00357 1.34910
O 2.02512 0.29716 -6.20662
O -0.00934 -3.23556 -1.05227
O -0.45360 -1.26384 -3.62574
N 2.92138 -0.46687 -2.76834
N -1.42299 0.79363 0.44771
N -1.29964 -0.25314 -0.48516
N 1.75177 -0.86490 -0.97017
C -2.39286 -2.02210 -4.74571
C 3.07756 -0.39279 -4.20416
C 0.79610 -3.73888 2.49329
C -0.45813 0.83668 1.29839
C -0.04415 1.50202 -6.59988
C -1.04459 1.69222 -5.60132
C 2.52347 4.68234 -3.99028
C -1.20626 -5.44679 -0.19257
C -3.57040 0.48421 -0.88731
C -2.43272 -5.29993 -3.35042
C 0.20289 2.66092 -7.26927
C -2.35419 -0.33997 -1.26078
C -0.53479 -3.55410 2.61197
C 0.19274 -6.03842 -0.14773
C 2.14235 1.96402 -4.46418
C -1.14233 -4.68076 -2.83782
C 0.46167 1.88556 3.35495
C 0.72747 0.23092 -6.79427
C 1.63886 3.97277 -3.20294
C -1.51069 2.96645 -5.55194
C -2.53679 -1.13074 -2.44394
C 3.38409 0.39840 -1.79649
C -0.43545 3.93184 4.24601
C 3.22605 4.06962 -5.01413
C -1.69123 -1.44825 -3.51127
C -1.35909 3.97238 3.20773
C 0.03168 -5.46584 4.32022
C 0.47264 2.88604 4.31702
C 2.65793 0.12950 -0.67879
C 1.97648 0.49093 -4.79836
C 1.45160 2.61635 -3.44602
C 1.95440 -1.21843 -2.21212
C 3.02417 2.71890 -5.23586
C -1.37272 2.97503 2.24697
C -0.46141 1.92341 2.31490
H 0.23734 -6.79295 0.63861
H -1.53139 -5.12919 0.79631
H 1.15845 1.05954 3.39885
H -2.29966 -5.64414 -4.37640
H -2.07090 4.78675 3.14813
H 3.53881 2.22917 -6.05238
H -4.42401 0.18247 -1.49076
H -2.50768 -1.23610 -5.49662
H -3.37161 1.54223 -1.06465
H -3.38196 -2.42669 -4.53028
H 0.17030 -0.60370 -6.35611
H -1.34423 0.90705 -4.91915
H 1.02555 0.12037 -4.39401
H -3.79875 0.38297 0.17272
H -3.24160 -4.56923 -3.34176
H -1.95699 -6.13794 -0.58581
H 1.34723 -1.91850 -2.75798
H -2.73901 -6.15830 -2.75076
H 1.19143 2.84570 5.12614
H 0.92302 -5.26238 0.08194
H 4.07474 -0.03560 -4.46270
H 1.09108 4.45729 -2.40757
H -2.24302 3.38151 -4.87930
H 0.47263 -6.51631 -1.08763
H -1.76733 -2.79758 -5.19397
H 0.89653 0.03804 -7.85306
H -2.08438 2.99034 1.43261
H -0.82156 -3.83295 -3.44381
H 4.15031 1.12562 -2.00011
H 2.68644 0.57852 0.29800
H -0.42686 4.71254 4.99685
H -0.31942 -5.39292 -2.78921
H 2.94866 -1.39522 -4.61146
H -3.58362 -1.29180 -2.67044
H 3.90545 4.64331 -5.62865

Largest force on an atom   0.36 eV Å⁻¹
ΔE to the lowest compared entry with this formula, charge and spin   3.7 kcal per mole
M   1007.6 g/mol
Spin multiplicity   2
Calculated total energy   -167013.6073 eV
Charge   -1